The following is a quantum chemistry calculation of 19 unconnected molecules or ions with the total composition C94H218N8O30 at a distorted geometry, from the OMol25 dataset.

Properties
HOMO-LUMO gap, eV: 8.1
E, a.u.: -6406.85876
Net charge: 0

The geometry in XYZ format:
```
350
Properties=species:S:1:pos:R:3:forces:R:3
O 0.205899 -5.152333 -8.408868 -0.8 0.5 -1.6
O 2.212790 0.108575 8.370275 0.1 -0.3 1.0
O 5.609159 -2.142646 -0.443944 0.0 -1.0 -2.4
O 3.199144 -0.460665 5.928237 0.4 0.6 0.3
O -1.123941 6.079613 0.078295 0.7 0.0 -0.4
O -4.703505 -5.290382 0.449068 0.5 -0.7 1.4
O 6.131519 0.337971 -1.585777 -0.5 0.7 -0.3
O 2.867132 1.095070 -5.311554 -1.2 -1.7 -2.4
O 8.274996 5.331710 -1.576449 1.3 -0.6 -0.9
O 6.479493 2.943537 -2.386287 -0.2 1.4 0.5
O 5.949961 -4.524222 -4.866537 -0.7 1.0 0.4
O 4.460565 -6.269625 -2.597611 0.6 -1.2 -1.1
O -2.877500 -0.473968 -4.812746 0.8 -0.8 0.1
O 2.416790 0.266162 -1.088295 0.2 -0.1 -1.0
O 4.890584 -1.681536 -5.698338 -0.3 0.1 0.4
O 4.667162 5.331858 -1.893965 -0.2 0.7 1.1
O 1.119155 1.825217 -2.899994 1.4 0.4 0.5
O -0.303574 0.599107 -4.843966 1.0 -0.5 0.4
O -6.132432 0.368587 -5.724659 -0.1 0.8 0.9
O -2.695250 2.425608 -5.466764 -1.5 -1.1 0.5
O 2.650554 -2.735052 4.217550 -0.7 0.6 0.2
O -4.361863 0.424184 3.376436 1.5 -0.4 -0.1
O 4.324747 2.923836 6.311751 -1.0 -0.7 0.5
O 2.662132 -7.507793 -0.667250 -0.1 0.1 0.4
O 0.093368 5.501684 -2.478458 0.3 -0.8 -1.1
O 5.628936 0.957837 4.871674 0.8 -0.4 -0.3
O 1.065785 -5.194363 4.826992 -0.7 -0.1 0.2
O 3.908266 -2.695348 1.563261 0.2 -1.3 0.8
O -3.147546 2.271343 5.438454 0.0 0.6 0.6
O -2.376163 5.381581 -3.474244 0.6 -0.1 -1.7
N 1.598503 -0.474055 -0.287495 -0.7 -1.9 2.5
N -0.183480 -4.826161 4.301611 -1.3 1.7 -1.6
N -1.832979 2.631403 5.241693 2.9 0.9 -2.5
N -4.557230 -5.071670 -0.899911 -1.5 -0.2 -2.1
N 0.515261 -5.384378 -7.117864 1.8 -0.2 2.1
N -5.713408 0.344552 3.338546 -3.8 -0.7 0.3
N -3.248955 5.381926 -2.456121 -0.5 -1.1 3.9
N 5.404552 6.071922 -0.892666 0.6 0.0 0.2
C -2.937740 7.876535 -2.339322 -0.5 -1.2 -1.1
C 0.130514 1.561740 0.347116 1.0 -0.2 -0.7
C 4.688819 -2.273709 -4.426914 1.3 -1.5 -0.3
C 0.488004 -6.802113 -5.170046 -0.8 0.9 0.2
C -0.832289 2.127679 6.212278 -0.6 -1.5 0.0
C 5.342882 7.513705 -1.188632 1.4 1.0 1.3
C 4.986998 1.975009 4.157854 -1.1 0.7 1.4
C 3.753576 5.590507 1.058519 1.7 0.6 -0.2
C -1.334724 2.736710 -5.493244 0.8 -0.5 -1.2
C 2.203531 2.536354 -3.543335 0.6 0.5 0.1
C -6.060644 -3.065244 -0.851211 0.5 0.1 1.1
C -3.031450 -4.793588 3.738675 1.0 -0.3 -0.3
C -5.006084 5.438591 -0.122414 1.4 0.1 -1.0
C -0.971305 0.567274 6.049739 -0.1 -0.4 0.3
C 0.052202 -2.273177 0.199982 0.5 -0.3 0.2
C -1.105304 -4.117942 5.262322 2.0 1.5 0.3
C -5.671284 -1.020972 5.521480 -0.4 0.1 -1.5
C -2.037108 -5.379999 2.653179 -0.9 1.6 1.5
C 6.588140 -1.309219 0.039620 -0.2 1.9 2.0
C -0.689549 -5.810868 3.294951 -2.4 -0.5 1.9
C 3.638697 -1.212781 7.068885 -0.8 0.0 0.2
C 5.919555 7.833859 -2.592019 -0.3 -1.1 0.7
C -3.572410 -5.617982 -3.108833 -1.5 0.6 0.8
C -5.132733 0.013134 -4.729778 -1.0 -1.0 -2.3
C -2.359881 -3.697596 4.600670 -0.5 -0.2 -2.1
C -7.821999 -0.674920 4.160285 -1.4 0.5 -0.9
C 5.227448 5.518310 0.512376 -0.3 -0.8 -0.4
C -2.438236 3.977758 3.168652 -1.2 -0.3 0.0
C -3.654783 4.007731 -1.921635 -1.6 1.8 1.0
C 3.601888 -6.473957 -0.397127 -1.0 0.7 -2.1
C -3.974389 6.657963 -2.189618 1.4 -0.1 0.8
C -4.628802 -3.655114 -1.114396 -0.8 1.2 -1.8
C -0.474366 1.497206 -5.883878 -1.3 2.4 -0.1
C 3.912003 -3.843209 2.474134 0.5 1.3 0.5
C 1.196325 -4.348086 -4.969069 -1.7 -1.7 1.7
C 1.878009 -3.228462 -6.871719 -0.4 0.0 -1.3
C 5.719956 4.040482 0.442230 0.5 1.0 -0.8
C -4.924433 3.443332 -2.734240 1.1 0.0 0.5
C 4.866375 3.220819 5.063184 1.9 0.3 -1.0
C -5.189980 6.737800 -3.084772 -1.3 1.1 -0.8
C -8.559844 -0.230485 2.840564 1.9 -1.2 0.8
C -0.966509 -7.157021 4.019501 0.4 -1.5 -0.4
C 3.716125 -5.575703 -1.667051 1.1 1.1 1.6
C -0.715265 -1.406152 1.192997 0.5 -0.7 -0.7
C -4.058671 -0.655090 -5.569622 0.2 -0.4 0.4
C -1.943063 5.201727 5.312872 -0.3 -1.0 -0.2
C -0.177265 -6.557008 -6.562427 0.3 -0.9 0.6
C -5.929895 2.456945 2.136150 1.3 -0.9 -0.3
C 0.308653 -6.019900 2.245572 2.2 0.4 -1.1
C -1.700708 -6.494523 -6.352531 -0.5 0.6 0.3
C 0.765503 -1.539640 -0.960036 -0.2 -0.7 1.8
C 0.623682 2.465919 5.734004 0.3 0.6 0.1
C 6.094884 7.727348 1.331395 -0.2 0.7 0.0
C 2.492940 -1.255042 8.079148 -0.7 0.1 -1.3
C -7.858083 1.008963 2.290046 -1.3 -1.0 0.3
C -1.047162 2.621586 7.707632 0.9 -0.5 -1.2
C 8.176829 4.631136 -2.830712 -1.1 -0.2 0.8
C 0.212333 5.521679 -0.089608 -0.3 1.3 0.0
C -0.358992 -2.829124 5.773549 0.1 -0.6 -0.7
C 0.856329 3.840193 5.153969 -0.7 0.4 -0.2
C -0.170849 4.100367 4.045028 1.2 -0.3 0.5
C 3.854163 -3.360497 3.934691 0.7 -0.3 -0.8
C -3.776549 -7.409912 -1.417324 0.1 0.4 0.2
C 1.065672 0.407892 0.805730 -1.2 -0.4 1.0
C -5.953137 0.257497 0.784907 0.5 -0.8 0.6
C 6.294585 8.186515 -0.105063 1.1 -0.6 -0.4
C 6.099254 0.190898 -0.157512 1.6 -2.0 -0.8
C -2.137971 -5.602941 -1.069842 1.1 0.0 0.0
C 7.857333 3.165639 -2.661962 -0.7 -0.5 -1.0
C -1.613202 3.882844 4.449986 -0.9 2.3 1.3
C -3.419546 -4.141637 -3.442160 2.1 0.4 1.4
C -0.300133 -1.034636 -1.867792 1.0 1.5 -2.6
C -4.076973 4.242103 -0.421590 -1.8 0.1 -0.6
C 0.094949 -7.845343 -7.426408 0.5 1.2 -0.1
C -3.604217 -2.882273 -0.245278 0.0 1.3 -0.3
C 0.666185 -4.091926 -6.377034 1.4 -0.1 0.6
C -6.046116 -2.236620 3.290478 -0.7 0.4 -0.8
C -0.648475 -3.306042 -6.260728 -0.4 0.3 0.0
C 6.224837 6.242847 1.462488 -1.2 -0.2 -0.4
C 2.255537 1.003523 1.575386 -0.3 -0.1 -0.1
C -3.558540 -5.869278 -1.592525 1.1 -0.9 0.8
C 1.666775 -2.644363 -1.653019 0.1 1.0 0.4
C -6.313883 -0.867241 4.039509 1.8 -0.6 0.2
C -4.456285 -3.302283 -2.656224 0.8 -1.5 -0.9
C -4.359871 6.713401 -0.666712 -0.9 0.0 -0.3
C -1.463710 -4.857606 6.457193 -0.1 -2.7 1.6
C 0.902475 5.916050 -1.434059 -0.8 0.1 1.6
C 5.859540 -3.310285 -4.088888 -0.4 1.6 0.6
C 0.537565 -5.562055 -4.269704 -0.1 0.3 -0.9
C -2.462235 3.069557 -1.705015 0.4 -0.3 -2.0
C 4.050449 8.275045 -1.033708 -1.3 -0.1 -0.2
C 0.255357 -0.444995 1.865333 -0.4 0.3 -1.4
C -6.315436 0.938574 2.107909 -1.2 1.3 1.0
C 3.309660 1.628059 -4.149408 0.4 1.2 1.1
H 2.524851 -2.760249 -0.990918 0.0 -0.3 0.0
H -0.464674 -5.248834 -3.977315 -0.3 -0.2 0.1
H 0.761831 1.258142 -3.587265 -0.7 -0.2 -0.3
H 4.060350 -4.189140 4.612137 -0.1 -0.3 0.1
H -1.610996 3.529959 -1.203489 -0.3 0.3 0.2
H 6.631388 4.157611 -0.144007 0.2 -0.5 0.2
H 4.294404 -4.710080 -1.343947 0.3 0.4 0.3
H 3.008284 -2.364392 1.517499 -0.3 0.3 0.0
H -6.481546 -0.692327 0.702993 -0.3 0.1 -0.1
H -5.060097 -2.506552 2.912327 0.5 0.7 0.5
H -4.804901 3.519632 -3.814977 0.3 -0.2 -0.1
H 0.832396 -2.796250 0.752969 0.2 -0.2 0.3
H -6.999397 -3.493612 -1.202417 0.5 -1.0 -0.6
H 0.978740 -0.981282 2.479523 -0.2 -0.1 0.3
H 1.910660 -3.007580 -7.938601 -0.5 0.2 -0.1
H -0.566253 -2.357837 -5.729458 0.5 0.1 0.0
H -0.409447 0.204048 2.435300 0.6 0.4 0.5
H 5.215198 7.502418 -3.354993 -0.1 0.2 -0.1
H 4.633015 -1.462547 -3.700964 0.7 0.0 0.1
H 2.893105 1.606446 0.928788 0.2 -0.2 0.1
H 5.138305 8.107731 1.689676 -0.1 -0.1 0.3
H 6.835160 0.945187 0.121058 -0.2 -0.1 0.8
H -3.378448 -5.635458 4.337794 -0.2 0.1 0.3
H -5.550974 7.762105 -3.177459 -0.2 0.3 0.5
H -2.032867 2.749556 -2.654406 0.0 -0.1 -0.2
H -6.624079 -2.234046 2.366333 -0.3 0.2 -0.1
H 5.118813 0.308672 0.303976 -0.1 0.3 -0.2
H -0.569894 -5.175577 6.993938 0.1 0.2 0.5
H -8.489908 -0.985901 2.057905 0.3 -0.5 0.1
H -5.964551 5.350022 -0.633883 -0.1 -0.4 -0.1
H 3.087221 -7.874466 -1.446003 -0.5 -0.7 -0.3
H -6.446721 -1.419693 6.175544 0.1 -0.1 0.0
H 1.516553 -7.138457 -5.300633 -0.2 -0.4 -0.1
H -3.242334 3.178450 -5.702389 0.1 0.0 0.0
H -4.146570 -2.266842 -2.797823 -0.4 0.2 0.3
H -1.117243 -3.019945 -7.202271 0.1 -0.2 -0.3
H -0.092166 -2.184468 4.936103 -0.1 0.1 -0.1
H 0.443623 2.016506 -6.159078 0.6 -0.8 0.1
H -2.981169 5.230184 5.643966 -0.1 -0.3 0.2
H 3.854768 8.541402 0.004976 0.0 0.2 -0.1
H 3.104924 4.929904 0.483227 -0.1 0.2 0.2
H -2.489311 -3.736538 -3.043862 0.8 -0.4 -0.2
H 3.715299 -2.740975 -4.278521 -0.2 -0.4 -0.6
H 8.536977 2.692423 -1.953253 -0.1 0.0 0.3
H -1.839771 6.124126 4.741374 0.3 -0.1 -0.2
H -1.390983 -6.101197 -1.687781 -0.1 -0.2 -0.3
H 3.841417 3.641045 6.728419 0.1 0.2 -0.4
H 2.659593 -1.900966 8.941187 0.4 0.6 0.3
H 1.859577 3.957818 4.744392 0.1 -0.5 -0.2
H 2.074886 -2.467769 -2.648193 -0.1 0.9 0.0
H 7.981255 2.704682 -3.641891 0.7 -0.1 -0.2
H -3.926693 -1.859897 -0.048178 -0.4 0.3 -0.5
H 4.358369 -0.580621 7.589027 0.7 -0.4 -0.3
H -2.463088 -6.242511 2.140618 0.0 0.0 0.1
H -3.493468 4.190313 3.340143 -0.3 -0.5 0.6
H 4.863474 -4.372070 2.418395 0.0 0.0 -0.7
H -6.854512 -0.263919 -5.736239 0.1 0.0 0.3
H 6.823286 7.243524 -2.743234 0.2 0.4 0.0
H 0.700523 6.004118 0.757164 0.6 -0.5 0.0
H -0.032229 -7.607483 -8.482516 0.2 0.0 0.0
H 0.153650 4.438583 0.017826 0.3 0.0 0.0
H 2.273143 -4.492471 -4.881213 0.0 0.3 -0.3
H -4.859998 2.508662 1.934257 0.1 0.2 -0.2
H 2.292597 0.524951 7.508964 -0.1 0.4 -0.3
H 1.228696 -6.442886 2.648940 -0.1 -0.4 0.0
H -5.240294 5.497427 0.940499 0.2 0.1 0.1
H 6.348103 9.274619 -0.140661 -0.9 0.2 -0.3
H 4.551963 -6.997257 -0.289435 0.4 0.7 0.5
H 6.891765 8.129712 1.956844 -0.1 0.6 0.0
H -6.417269 -3.131967 3.789196 0.0 0.2 0.6
H -2.884768 5.196012 -4.267011 -0.1 0.0 -0.7
H 0.278231 -0.426345 -2.563192 0.1 0.1 -0.6
H -0.629823 -0.099721 6.841319 0.6 0.6 0.5
H -1.390356 -3.851955 -5.677914 0.1 -0.2 -0.1
H -6.026516 2.909718 3.122943 -0.5 -0.2 0.1
H 7.378405 5.576204 -1.335707 -0.7 0.3 0.2
H 1.085798 -5.757585 -3.348119 -0.1 -0.2 0.1
H -2.045699 -2.874904 3.958354 -0.5 0.2 -0.4
H 4.693725 -5.668456 -3.308826 0.2 -0.1 -0.4
H 3.090734 -4.513454 2.220396 -0.1 -0.1 0.1
H 3.986812 -2.194856 6.748819 0.3 0.0 0.2
H -3.305521 8.815943 -1.926591 -0.3 -0.2 0.0
H -2.397864 3.055244 2.589486 0.2 0.0 -0.1
H -6.069868 -2.070597 -1.296967 0.1 0.3 0.5
H 5.537132 2.233803 3.253151 -0.1 -0.1 0.0
H -2.239211 4.841457 2.534220 1.0 0.0 0.0
H 5.950658 5.909093 2.463247 0.1 0.0 0.2
H 0.861835 4.600260 5.935234 -0.6 0.3 0.1
H 1.155885 -3.593051 -1.817556 -0.4 0.0 0.6
H -1.983625 -4.569770 1.926021 0.7 -0.1 -0.3
H -3.419195 -3.173653 0.788630 -0.1 -1.0 -0.3
H 0.842458 -5.975385 5.338593 0.5 -0.5 0.5
H -8.143845 1.813915 2.967179 0.2 0.4 -0.3
H -2.662008 -2.757273 -0.778868 0.1 -0.2 0.1
H -2.088805 -7.492485 -6.148666 0.2 0.0 0.3
H -1.967529 7.645268 -1.899648 -0.3 -0.2 0.5
H -6.049901 6.132024 -2.799006 0.1 0.0 0.6
H -0.930259 1.044501 -6.764391 0.1 -0.2 -0.1
H -4.907279 -0.046680 0.826876 0.2 0.3 -0.1
H 1.910803 -2.294606 -6.310523 -0.3 0.1 0.0
H 4.633288 -2.622122 4.124073 0.2 0.0 -0.3
H -5.531366 -0.724276 -4.033065 0.0 0.2 0.2
H 1.908639 1.637020 2.391749 -0.3 0.2 -0.1
H -5.320697 -3.538633 -3.276719 -1.0 0.5 0.8
H 1.896249 5.469808 -1.471316 0.0 -0.4 -0.2
H -1.339834 -7.961667 3.386049 0.1 0.3 -0.9
H -2.943050 -6.429736 -3.473601 0.3 0.7 -0.7
H 0.985972 1.815303 4.938040 -0.3 -0.6 0.3
H 6.727128 -1.608441 1.078493 0.3 0.6 0.5
H -4.833847 -1.716396 5.465087 -0.1 -0.1 0.0
H 0.660934 -5.058878 1.870804 -0.3 0.4 -0.1
H -3.500847 7.067587 -0.096862 0.1 -0.3 0.1
H -6.452818 3.052558 1.387892 -0.2 -0.2 0.0
H -5.860133 3.964872 -2.532866 0.3 0.4 0.4
H 0.031335 3.459771 3.186619 0.3 -0.1 -0.1
H 5.895400 3.534361 5.238971 0.4 0.1 0.0
H 2.871419 -5.104589 -2.169668 -0.9 -0.6 0.7
H -1.554896 -0.910526 0.705672 0.1 0.4 -0.1
H 6.881666 -4.749099 -4.812291 0.0 -0.3 -0.2
H -2.359181 -6.155866 -7.152413 0.5 0.2 -0.6
H 3.146575 7.778683 -1.386875 0.1 -0.4 -0.1
H -0.435864 0.224345 5.164411 -0.1 0.3 -0.2
H 6.093412 8.908483 -2.647381 0.1 -0.1 -0.2
H -3.916681 -7.708567 -0.378446 -0.2 0.2 0.1
H 4.126419 9.163101 -1.661154 0.0 0.3 0.4
H -0.847264 1.194777 0.035050 -0.1 0.2 0.2
H 4.944928 0.573373 5.424783 -0.2 -0.3 0.3
H 3.439232 6.634166 1.050671 -0.4 -0.1 -0.2
H 7.342862 7.985362 -0.325868 0.2 -0.6 -0.4
H 0.090767 2.352403 1.096357 -0.4 -0.3 0.3
H -0.174755 -7.502367 -4.661597 0.5 -0.6 0.0
H -5.144507 6.509345 -4.149594 1.1 -0.4 -0.2
H 0.588332 2.064484 -0.504794 -0.1 0.0 -0.3
H 7.362609 5.104105 -3.379761 -0.1 -0.1 -0.4
H 4.914208 -2.357558 -6.379541 0.0 -0.2 0.0
H -1.797584 -4.567458 -1.066425 -0.4 0.1 -0.1
H -1.224566 3.386676 -6.361297 0.6 0.6 0.3
H -5.266516 -0.122464 5.987252 -0.3 0.3 -0.3
H -0.672566 -1.799735 -2.548980 -0.6 -0.2 0.4
H -2.862555 0.485233 -4.776552 0.2 0.6 0.2
H -0.565562 1.916195 8.384823 0.2 0.0 -0.1
H -3.111799 -3.323387 5.295420 0.3 0.1 0.2
H 7.570343 -1.410328 -0.422066 -0.3 -0.3 -0.6
H 5.867232 -0.468376 -2.034738 -0.4 -0.2 0.3
H 2.685388 3.283070 -2.912210 -0.3 -0.3 0.8
H -1.024378 -0.268320 -1.591476 -0.4 -0.7 0.8
H 6.795677 -2.757875 -4.170027 0.1 0.2 -0.4
H 1.674320 3.156466 -4.266866 0.6 -0.1 -0.7
H 0.814506 -3.550963 -4.331171 0.8 0.6 -0.1
H -4.710663 3.400990 -0.140382 0.6 -0.6 0.1
H 0.014706 5.134854 3.756068 -0.6 0.0 -0.5
H 3.305770 -5.825602 0.427528 -0.1 -0.5 0.2
H 3.971761 1.632225 3.958134 -0.2 0.1 -0.6
H 7.283176 6.020385 1.326304 -0.1 -0.6 -0.5
H -1.680125 -7.305283 4.829977 0.1 1.1 0.3
H -0.972155 -2.259034 6.471506 -0.1 -0.2 0.0
H -3.377092 2.899790 6.126896 -1.1 0.0 0.4
H 2.127859 0.503538 -5.152887 -0.1 -0.3 -0.1
H 5.820247 -3.504425 -3.017034 -0.4 -0.5 0.2
H 4.246999 2.069367 -4.488149 -0.2 1.3 0.5
H -4.234500 0.991559 4.140280 0.8 0.3 0.1
H -5.597319 -5.626522 0.547601 -0.1 -0.2 0.0
H 4.455985 4.057541 4.497873 -0.8 0.0 0.1
H -4.573048 -7.824344 -2.035345 -0.2 0.3 0.1
H -8.060120 0.087112 4.902382 0.3 0.3 0.1
H -3.902309 -4.300908 3.306256 0.0 -0.4 -0.4
H -2.709097 2.144965 -1.183189 -0.4 0.2 0.2
H -2.861394 -7.918791 -1.720022 0.1 0.1 -0.2
H -1.021669 3.163653 -4.540456 0.3 0.2 -0.1
H -9.637406 -0.184192 2.998033 0.1 0.7 0.2
H -3.166735 4.256216 0.177874 -0.2 0.1 0.2
H 5.200811 4.533974 -1.908313 0.2 -0.7 -0.6
H -0.015892 -7.602321 4.312985 0.2 0.1 0.5
H -8.383311 1.070321 1.336909 0.5 1.1 -0.4
H -4.320073 -1.700106 -5.736079 0.4 -0.3 0.5
H -6.118485 0.824978 -0.130912 -0.1 0.3 0.2
H 6.285938 2.025755 -2.181843 0.2 -0.7 0.1
H 6.018201 3.621259 1.403175 -0.4 0.1 0.1
H -3.349753 -3.926877 -4.508517 -0.6 0.0 -0.1
H -0.568851 -3.075793 -0.197784 -0.1 0.1 -0.2
H -1.278264 5.230830 6.176172 -0.1 0.1 0.1
H 0.574873 -3.091780 6.270558 -0.1 -0.1 0.1
H 3.053204 -1.028425 5.168014 -0.3 -0.5 0.0
H 2.855776 -3.678470 -6.699743 -0.3 -0.6 0.2
H -4.592788 -5.778651 -3.456877 -0.2 -0.8 0.0
H 1.982206 -3.423899 4.197384 -0.6 -0.1 0.2
H -1.783376 5.538110 -0.361634 -0.1 -0.1 -0.3
H -0.569816 -8.688192 -7.237237 0.0 0.2 0.5
H 1.333152 2.438244 6.561036 -0.2 -0.8 0.3
H -0.483113 3.553573 7.744425 -0.4 0.3 0.5
H 4.903384 -2.272927 0.193631 -0.2 0.0 0.6
H -8.354716 -1.551775 4.528295 0.5 -0.4 0.1
H -1.936754 -5.832928 -5.519062 -0.1 -0.2 0.2
H -1.194181 -2.078253 1.905050 0.1 0.0 0.3
H -4.701243 0.846148 -4.174800 -0.5 0.4 -0.3
H -2.064949 2.713102 8.086886 -0.1 0.2 -0.5
H -5.150386 7.453930 -0.545091 0.2 0.6 -0.2
H -0.684375 -4.801977 -8.329738 -0.7 0.3 -0.9
H 0.014329 -6.582304 1.359466 -0.3 -0.2 0.3
H -5.142509 2.406988 -2.476287 0.3 -0.2 0.0
H 3.831617 5.321037 2.111802 -0.4 -0.4 0.0
H -2.677924 8.023280 -3.387688 -0.3 0.2 -0.2
H 9.055298 4.625167 -3.475968 0.5 0.7 0.6
H 1.590356 -1.633649 7.599457 0.0 -0.5 -0.2
H -2.156821 -4.335702 7.116976 0.3 0.2 0.0
H -1.925418 -5.975197 -0.067672 -0.5 -0.1 0.1
H 1.125112 -8.144001 -7.232344 0.0 -0.1 -0.3
H -3.899932 -0.313274 -6.592393 -0.4 0.8 0.1
H 3.718052 0.899200 -3.449351 -0.6 -0.4 0.6
H -1.134826 0.157930 -4.654287 -0.1 -0.5 -0.1
H -1.998763 0.221335 5.936747 -0.2 0.5 -0.2
H -6.179764 -3.032933 0.231776 -0.1 0.5 0.1
H 1.062536 6.990234 -1.526869 -0.1 0.3 0.5
H -1.939352 -5.802049 6.192836 -0.3 0.0 0.1
H 2.779318 0.200012 2.093188 0.5 -0.1 -0.4
H 5.109789 3.357501 -0.148806 -0.4 0.0 0.4
H 1.751627 0.727664 -1.604214 0.4 1.2 -1.2
H -0.830190 5.655979 -2.266698 -0.1 0.2 -0.1
```
Positions in Å, forces in eV/Å.